The following is a quantum chemistry calculation of a molecular structure, C28H33Br57F3I3NOPS at a distorted geometry, from OMol25.

```
! RIJCOSX wB97M-V def2-TZVPD def2/J DEFGRID3
* xyz 0 1
C 2.50 -1.24 -2.81
C 1.75 -0.09 -2.18
I 1.75 -0.14 -0.04
C 1.18 0.83 -2.88
I 1.27 0.56 -5.04
C 0.43 2.11 -2.35
I -0.17 3.44 -4.01
O 1.14 2.85 -1.47
C 2.46 3.10 -1.94
C 2.87 4.58 -1.62
N 3.09 5.29 -2.88
C 4.40 4.95 -3.45
C 4.30 4.13 -4.75
C 5.52 4.17 -5.64
F 6.03 2.95 -5.71
F 5.14 4.43 -6.87
F 6.45 4.96 -5.26
P -1.23 1.60 -1.57
S -1.38 2.20 0.27
H 2.98 -0.94 -3.73
H 3.31 -1.49 -2.13
H 1.88 -2.12 -2.91
H 3.13 2.46 -1.36
H 2.58 2.99 -3.01
H 3.79 4.62 -1.04
H 2.06 5.08 -1.05
H 2.37 5.03 -3.53
H 5.02 4.44 -2.72
H 4.90 5.89 -3.69
H 4.17 3.08 -4.46
H 3.39 4.39 -5.28
H -1.43 0.21 -1.77
H -2.26 2.23 -2.30
C 0.40 6.99 1.28
Br -0.48 8.36 0.25
Br -0.45 6.75 3.01
Br 0.53 5.33 0.30
H 1.40 7.33 1.47
C 1.50 -4.22 2.02
Br 3.34 -4.06 2.55
Br 0.41 -2.80 2.73
Br 1.35 -4.42 0.10
H 1.12 -5.14 2.45
C 5.35 -4.64 -3.17
Br 5.33 -5.99 -4.55
Br 5.73 -2.90 -3.90
Br 3.73 -4.67 -2.12
H 6.16 -4.89 -2.51
C -3.38 -3.44 4.08
Br -3.03 -1.86 3.02
Br -2.71 -5.01 3.20
Br -2.72 -3.32 5.89
H -4.45 -3.54 4.15
C 7.51 -1.81 -6.17
Br 6.89 -2.96 -7.59
Br 9.43 -1.87 -5.98
Br 6.87 0.00 -6.39
H 7.09 -2.19 -5.26
C -2.61 4.60 5.00
Br -3.01 3.26 6.32
Br -2.40 3.82 3.26
Br -3.91 6.02 5.00
H -1.66 5.04 5.27
C -3.22 2.26 10.79
Br -1.93 3.55 10.15
Br -2.37 0.84 11.78
Br -4.63 3.10 11.80
H -3.67 1.81 9.92
C 5.91 -7.61 2.17
Br 5.39 -7.13 3.96
Br 4.42 -8.27 1.13
Br 6.81 -6.16 1.27
H 6.63 -8.42 2.25
C 7.19 2.50 -0.83
Br 6.70 1.70 -2.52
Br 8.53 3.87 -1.05
Br 5.64 3.15 0.12
H 7.63 1.72 -0.23
C -4.66 -1.90 -2.13
Br -4.30 -0.35 -3.23
Br -4.01 -3.52 -2.95
Br -3.97 -1.69 -0.34
H -5.73 -1.99 -2.05
C -3.99 -3.38 9.90
Br -3.64 -1.77 8.90
Br -3.33 -4.95 8.99
Br -3.32 -3.26 11.71
H -5.07 -3.48 9.97
C -2.99 3.49 -6.92
Br -3.37 2.11 -5.64
Br -2.76 2.78 -8.69
Br -4.32 4.89 -6.88
H -2.05 3.94 -6.63
C -0.80 -8.54 4.47
Br -2.62 -9.08 4.11
Br 0.13 -8.03 2.86
Br -0.72 -7.16 5.81
H -0.29 -9.40 4.87
C -7.43 -3.78 6.28
Br -6.90 -2.13 7.11
Br -7.22 -3.73 4.36
Br -6.52 -5.30 7.06
H -8.49 -3.91 6.48
C -5.74 8.81 -5.78
Br -6.67 7.44 -6.77
Br -6.41 8.97 -3.98
Br -3.83 8.56 -5.82
H -5.95 9.75 -6.28
C -4.31 -5.38 -6.29
Br -5.83 -4.39 -6.94
Br -4.85 -6.98 -5.34
Br -3.05 -5.78 -7.69
H -3.80 -4.75 -5.58
C 9.79 -10.41 2.87
Br 8.83 -8.95 2.05
Br 8.97 -10.97 4.52
Br 10.02 -11.88 1.64
H 10.78 -10.04 3.11
C -3.73 12.97 -5.80
Br -4.24 13.72 -4.10
Br -5.25 12.24 -6.74
Br -2.77 14.24 -6.89
H -3.06 12.15 -5.60
C -11.38 -4.10 8.57
Br -10.84 -2.44 9.39
Br -11.19 -4.05 6.65
Br -10.46 -5.61 9.34
H -12.43 -4.23 8.79
*
```

The calculation puts the calculated total energy at -4078100.1543 eV.

The following is a quantum chemistry calculation of 2 unconnected molecules or ions with the total composition C6H8BF4INO2 at a distorted geometry, from OMol25.

```
! RIJCOSX wB97M-V def2-TZVPD def2/J DEFGRID3
* xyz -1 1
C -1.53 -1.66 0.38
C -1.52 -0.81 -0.85
O -2.52 -0.57 -1.49
N -0.26 -0.37 -1.24
C -0.31 0.71 -2.24
B 0.70 -0.12 -0.15
C 0.84 1.11 0.80
C -0.38 1.56 1.53
O -0.53 1.34 2.65
I -1.89 2.80 0.49
C 1.84 -1.28 0.05
F 1.82 -1.78 1.31
F 3.09 -0.80 -0.18
F 1.69 -2.34 -0.78
H -2.46 -2.22 0.42
H -0.70 -2.35 0.39
H -1.50 -1.03 1.27
H 0.66 1.19 -2.31
H -1.07 1.44 -2.04
H -0.50 0.26 -3.21
H 1.28 1.94 0.25
H 1.53 0.88 1.61
F 1.73 2.10 3.34
*
```

The calculation puts the calculated total energy at -31585.5829 eV.